C7H17NO5V | ωB97M-V with the def2-TZVPD basis set

```
31
Properties=species:S:1:pos:R:3:lowdin_charge:R:1
V 0.902 0.161 0.533 0.9011
O -1.148 0.192 1.164 -0.3392
O -0.297 0.168 -1.491 -0.0031
O 1.932 -0.802 -0.181 -0.4140
O 1.288 -0.535 2.447 -0.3318
O 1.359 1.688 0.475 -0.3932
N -0.682 -1.684 -2.723 0.0248
C 3.528 0.486 2.573 -0.1227
C 0.071 -2.607 -1.882 -0.0604
C -1.739 0.407 -3.345 0.0004
C 2.556 -0.613 2.978 -0.4505
C -0.866 -0.390 -2.415 -0.5160
C -2.461 2.200 1.457 -0.1161
C -2.231 0.885 0.704 -0.4743
H -3.151 0.267 0.746 0.0903
H -2.105 1.232 -0.346 0.0797
H 4.580 0.179 2.556 0.0597
H -1.752 0.110 -4.395 0.0715
H -1.681 2.906 1.150 0.0618
H -0.368 -3.607 -1.938 0.0778
H -2.768 0.262 -2.994 0.0878
H -3.365 2.751 1.149 0.0525
H -1.047 -2.085 -3.567 0.1271
H 3.019 -1.572 2.652 0.0916
H 2.544 -0.729 4.077 0.0902
H 0.094 -2.343 -0.833 0.0716
H 1.077 -2.692 -2.296 0.0863
H 3.384 0.685 1.503 0.0337
H -1.536 1.472 -3.297 0.0854
H 3.346 1.478 2.993 0.0669
H -2.484 2.129 2.545 0.0611
```

The calculation puts the HOMO energy at -4.342 eV. The total charge is -1. The LUMO energy is 2.80 eV.



C7H18 | ωB97M-V with the def2-TZVPD basis set

```
25
Properties=species:S:1:pos:R:3:lowdin_spin:R:1
C -1.716 -1.436 -1.763 0.0773
C -0.356 -0.943 -2.240 0.0462
C -0.707 2.060 1.216 0.1576
C 0.598 0.949 3.048 0.1285
C 0.701 -2.108 -2.226 0.0614
C 0.158 0.852 1.568 0.0339
C 1.367 0.774 0.567 0.1329
H -2.215 -0.713 -1.140 0.0257
H -1.572 -2.290 -1.135 0.0104
H 0.889 1.057 -0.330 0.0149
H 0.166 -3.036 -2.396 0.0058
H 1.259 -2.067 -1.295 0.0162
H 1.600 1.341 3.137 0.0226
H -0.248 2.934 1.669 0.0297
H -0.314 -0.554 -3.248 0.0107
H 1.403 -1.896 -3.029 0.0133
H 0.693 -0.065 3.444 0.0251
H -0.895 2.266 0.161 0.0373
H -0.418 -0.074 1.502 0.0145
H 1.822 -0.207 0.522 0.0297
H -2.417 -1.688 -2.559 0.0118
H -1.707 1.951 1.657 0.0352
H -0.180 1.491 3.580 0.0219
H 0.047 -0.133 -1.658 0.0064
H 2.043 1.534 0.948 0.0310
```

The calculation puts the HOMO energy (alpha / beta) at 1.491 / -7.509 eV. The total charge is -1. The LUMO energy (alpha / beta) is 3.98 / 3.95 eV. The multiplicity is 2.



C7H18 | ωB97M-V with the def2-TZVPD basis set

```
25
Properties=species:S:1:pos:R:3:lowdin_charge:R:1
C 1.615 2.811 0.510 -0.3111
C -0.834 -1.898 1.188 -0.1395
C -0.483 -2.111 -0.301 -0.4169
C 1.539 1.353 0.993 -0.1430
C -0.734 -0.592 -0.994 -0.0765
C -1.543 -2.981 -0.911 -0.1370
C 0.489 3.155 -0.589 -0.0840
H -0.868 -3.746 -1.488 0.1058
H 2.609 3.211 0.063 0.1101
H -0.276 -1.076 1.704 0.0565
H -0.420 -2.715 1.910 0.0965
H 1.744 3.445 1.356 0.0703
H -0.089 -0.368 -1.844 0.0530
H 0.520 1.490 1.436 0.0809
H 0.543 -2.331 -0.297 0.0991
H -2.365 -3.255 -0.151 0.0952
H 1.777 0.524 0.227 0.1090
H 2.010 1.434 1.954 0.0500
H -2.181 -2.647 -1.755 0.0614
H 0.139 2.284 -1.128 0.0431
H -1.922 -1.830 1.478 0.0846
H 0.918 3.830 -1.348 0.0685
H -1.827 -0.264 -1.170 0.1010
H -0.277 0.056 -0.218 -0.0026
H -0.334 3.529 -0.105 0.0256
```

Its structure (SMILES) is CC(C)C.CCC. The calculation puts the HOMO energy at -9.887 eV. The LUMO energy is 1.08 eV.



C7H18BBeBrCl4CsFNO6S | ωB97M-V with the def2-TZVPD basis set

```
42
Properties=species:S:1:pos:R:3:lowdin_charge:R:1
Cs -0.434 -4.841 -4.691 0.9098
Br 0.395 1.002 -0.480 0.8985
Cl -3.775 -0.462 -0.560 0.6093
Cl -2.611 1.044 -2.748 0.5425
Cl -3.986 -1.476 -3.268 0.5264
Cl 0.076 -2.052 3.020 -0.0433
S 0.470 -2.289 0.476 0.8473
F -1.707 1.789 1.284 -0.6359
O 1.737 -2.224 -0.682 -0.3346
O -1.403 -3.591 -2.352 -0.0911
O 1.026 8.053 0.719 -0.0568
O -0.071 5.075 1.840 0.1557
O -0.899 -2.432 -0.375 -0.1568
O 0.364 -0.823 0.784 -0.7438
N 1.189 3.205 1.298 0.0503
C -2.985 -0.551 -2.118 -1.5637
C 3.449 -3.722 0.131 0.0853
C -1.768 -4.872 -0.136 0.0542
C 1.068 3.469 -0.167 -0.1726
C -0.486 3.151 3.223 -0.0002
C 0.101 3.943 2.143 -0.3912
C 2.435 -3.425 -0.720 -0.3478
B -1.340 -3.630 -0.953 -0.7194
Be 1.922 -3.422 -3.848 0.4191
H -1.123 3.799 3.817 0.1035
H 0.700 7.278 1.187 -0.0025
H -1.461 -5.775 -0.664 0.0750
H 1.022 4.548 -0.301 0.1117
H 0.500 8.091 -0.085 0.0344
H 0.297 2.720 3.856 0.1034
H 2.085 -4.155 -1.449 0.0299
H 2.068 3.623 1.613 0.1831
H -1.267 -4.851 0.832 0.0822
H -2.847 -4.902 0.013 0.0970
H -2.049 -1.068 -1.986 -0.0389
H 4.422 -3.987 -0.268 0.0749
H 0.135 2.976 -0.525 -0.0188
H 1.934 3.081 -0.694 0.0738
H -0.590 -3.123 -2.612 -0.0047
H 3.282 -3.722 1.205 0.0842
H -1.091 2.342 2.734 0.0620
H 1.214 2.204 1.510 0.1086
```

The calculation puts the HOMO energy at -10.616 eV. The total charge is +1. The LUMO energy is -5.83 eV.



C7H18BF4I2OP2Sc | ωB97M-V with the def2-TZVPD basis set

```
36
Properties=species:S:1:pos:R:3:lowdin_charge:R:1
I -3.028 0.423 -3.514 0.7166
I 1.794 -0.814 -2.972 0.4469
Sc 0.323 -0.203 -0.910 0.0374
P -0.556 -2.480 0.006 0.7814
P 0.768 2.335 -0.506 0.7715
F 0.418 0.838 3.154 0.1998
F 2.677 0.601 2.751 0.2456
F 1.050 -0.316 0.924 -0.3498
F 1.323 -1.289 3.177 0.2215
O -2.637 0.719 0.007 0.1413
C -0.150 2.960 0.929 -0.2079
C -1.643 -3.491 -1.049 -0.2296
C 0.749 -3.633 0.528 -0.1964
C -1.571 -2.239 1.494 -0.2054
C 2.499 2.769 -0.171 -0.1995
C 0.274 3.519 -1.809 -0.2317
C -1.643 0.392 -0.495 -0.2063
B 1.480 0.026 2.930 -0.8852
H 2.829 2.282 0.755 0.0568
H -0.022 2.309 1.796 0.0389
H -1.782 -3.245 1.868 0.0818
H -0.996 -1.715 2.261 0.0521
H 1.493 -3.767 -0.273 0.0692
H 0.250 -4.572 0.797 0.0760
H -0.826 3.506 -1.882 0.0491
H -2.462 -1.639 1.261 0.0526
H 0.623 3.134 -2.786 0.0569
H -1.223 2.971 0.708 0.0545
H 0.649 4.538 -1.576 0.0827
H 1.246 -3.261 1.430 0.0595
H -2.587 -2.937 -1.182 0.0511
H 3.155 2.446 -0.995 0.0704
H 2.516 3.857 -0.026 0.0764
H 0.276 3.950 1.112 0.0811
H -1.192 -3.544 -2.056 0.0588
H -1.801 -4.476 -0.565 0.0816
```

The calculation puts the HOMO energy (alpha / beta) at -15.976 / -15.879 eV. The total charge is +2. The LUMO energy (alpha / beta) is -12.31 / -12.83 eV.



C7H18Cl2InNO7P2S | ωB97M-V with the def2-TZVPD basis set

```
39
Properties=species:S:1:pos:R:3:lowdin_charge:R:1
In 1.219 -0.426 -0.611 0.6625
Cl 2.901 -1.951 -2.032 0.7245
Cl 3.828 0.031 -0.135 0.7209
S -0.015 -1.881 2.033 1.1018
P -1.356 -0.351 -1.753 0.3448
P 0.141 2.337 -1.746 0.3866
O 0.807 1.556 -0.589 -0.3263
O -0.358 3.691 -1.455 -0.2307
O -2.574 -1.005 -2.498 -0.0540
O -1.420 -0.335 -0.259 -0.3051
O 1.233 -1.354 1.206 -0.5955
O -0.009 -0.938 -2.232 -0.3275
O 1.144 2.185 -2.964 -0.0892
N -2.499 2.114 -1.516 0.1963
C -0.691 -0.418 2.855 -0.2924
C 4.339 -1.337 -1.166 -0.7904
C -0.654 -0.737 4.349 -0.2048
C -1.405 1.398 -2.297 -0.4738
C -1.652 1.583 -3.792 -0.0522
C 0.780 -2.528 3.525 -0.2765
C 0.677 -1.443 4.597 -0.2012
H -2.631 1.684 -0.595 0.1569
H -2.158 3.088 -1.378 0.1393
H -1.665 2.641 -4.059 0.1055
H -0.009 0.392 2.588 0.1115
H -1.675 -0.222 2.438 0.0928
H -3.389 2.112 -2.019 0.1785
H -0.856 1.101 -4.357 0.0991
H -1.486 -1.393 4.614 0.1279
H -2.599 1.129 -4.086 0.0953
H 5.054 -0.973 -1.895 0.0630
H 1.508 -0.743 4.508 0.1263
H 0.723 -1.891 5.588 0.1308
H 4.736 -2.124 -0.536 0.0632
H -0.763 0.177 4.930 0.1321
H 1.264 2.990 -3.484 0.1200
H 1.790 -2.805 3.228 0.1065
H -2.508 -1.922 -2.792 0.1248
H 0.230 -3.433 3.786 0.1089
```

The calculation puts the HOMO energy at -16.638 eV. The total charge is +2. The LUMO energy is -6.90 eV.



C7H18ClORhSc | ωB97M-V with the def2-TZVPD basis set

```
29
Properties=species:S:1:pos:R:3:lowdin_spin:R:1
Rh 0.122 -1.130 -0.035 2.1351
Sc 0.022 0.831 -1.814 0.1415
Cl -0.218 2.629 -0.371 0.0095
O 1.024 -0.360 1.469 0.3534
C -0.545 0.386 3.166 0.0062
C -1.471 0.931 -3.520 0.0082
C 0.455 -0.688 2.734 0.0429
C 1.758 1.398 -3.134 0.0071
C -1.878 -1.082 0.273 0.2610
C 0.421 -1.480 -1.759 0.7429
C 1.601 -0.656 3.756 0.0077
H -2.452 0.458 -3.371 0.0004
H 1.452 -1.602 -2.162 0.0926
H 2.288 -1.489 3.610 0.0001
H 1.783 0.874 -4.107 0.0004
H -0.034 1.350 3.037 0.0001
H -0.370 -1.939 -2.390 0.0868
H -2.118 -1.737 1.135 0.0370
H 1.218 -0.706 4.785 0.0015
H -0.045 -1.681 2.710 0.0099
H -2.230 -0.059 0.473 0.0201
H 2.165 0.274 3.616 0.0004
H -1.447 0.370 2.548 0.0011
H 2.749 1.270 -2.684 -0.0001
H -1.659 2.009 -3.689 0.0007
H -2.345 -1.459 -0.651 0.0317
H -0.819 0.276 4.225 0.0006
H -1.077 0.541 -4.482 0.0006
H 1.648 2.470 -3.366 0.0007
```

The calculation puts the HOMO energy (alpha / beta) at -2.958 / -4.946 eV. The total charge is -1. The LUMO energy (alpha / beta) is 3.17 / 1.54 eV. The multiplicity is 5.